# 1
The following is a quantum chemistry calculation of C22H39AsHfN7Si as an isolated structure at a distorted geometry, from the OMol25 dataset.

For the LUMO energy, the calculation gives -9.342 eV. Its total charge is +3. The calculation puts the molar mass at 683.101 g mol⁻¹. Its largest force on an atom is 1.916 eV Å⁻¹. Its total energy is -3817.57069 hartree. Its HOMO energy is -15.84 eV.

Geometry (Å):
Hf: 0.69563 -0.93657 -0.08258
C: -4.05921 -0.90642 1.38083
N: -3.43467 -2.22829 1.27837
C: -4.17365 -3.31000 1.94414
C: -2.19687 -2.32450 0.80532
N: -1.44448 -1.26491 0.53694
N: -1.70950 -3.59546 0.57849
C: -0.55944 -3.98719 -0.05710
N: -0.42851 -5.29951 -0.22067
N: 0.33396 -3.12153 -0.48220
H: -5.13291 -1.03846 1.47229
H: -3.88369 -0.32564 0.47544
H: -3.71615 -0.35214 2.25889
H: -5.23174 -3.20553 1.72216
H: -4.03658 -3.24461 3.02468
H: -3.88294 -4.30760 1.62682
H: -1.95132 -0.43178 0.81429
H: -2.35012 -4.33864 0.79896
H: -1.10868 -5.96709 0.10854
H: 0.37631 -5.69468 -0.68059
H: 1.12079 -3.60779 -0.89595
C: 3.06613 -1.68051 -3.16727
C: 3.55725 -1.83342 -1.75849
C: 4.81634 -2.29563 -1.44592
C: 5.20469 -2.38437 -0.10794
C: 4.33534 -2.01404 0.90179
C: 3.07524 -1.55645 0.54964
N: 2.70593 -1.46299 -0.76748
N: 2.06266 -1.14138 1.40476
Si: 2.36944 0.27661 2.44667
C: 3.43521 1.41945 1.39395
C: 2.98167 -0.17234 4.14160
C: 0.56073 0.91771 2.38235
H: 3.65004 -0.92462 -3.69424
H: 2.01692 -1.38188 -3.17563
H: 3.17642 -2.61012 -3.72576
H: 5.49162 -2.58702 -2.23806
H: 6.19238 -2.74854 0.14480
H: 4.60338 -2.08206 1.94741
H: 4.48114 1.10383 1.42552
H: 3.41360 2.45229 1.74492
H: 3.12368 1.40462 0.34404
H: 3.94571 -0.68280 4.10048
H: 2.27989 -0.82789 4.65920
H: 3.11743 0.72662 4.74693
H: 0.37505 1.57273 1.52299
H: 0.32655 1.52110 3.26231
H: -0.13963 0.07267 2.39652
C: 0.87506 3.18712 -0.94423
As: 0.00787 1.46968 -1.28012
C: -0.15786 1.61762 -3.21940
C: -1.87787 1.78694 -0.72032
C: -2.43465 3.13396 -1.07251
C: -2.32016 4.19372 -0.17326
C: -2.92198 5.41057 -0.44928
C: -3.63644 5.58160 -1.62766
C: -3.73281 4.53908 -2.53843
C: -3.13615 3.31850 -2.26177
H: 0.17452 3.95651 -1.26688
H: 1.78105 3.24736 -1.54452
H: 1.12615 3.33775 0.10326
H: -0.66038 2.56091 -3.43013
H: -0.73861 0.80008 -3.64297
H: 0.82880 1.63335 -3.67879
H: -1.92276 1.64802 0.36266
H: -2.45190 0.99846 -1.21227
H: -1.77041 4.06449 0.75397
H: -2.83938 6.22453 0.25846
H: -4.12732 6.52384 -1.82978
H: -4.27917 4.67364 -3.46225
H: -3.23661 2.49904 -2.96598

Cartesian forces, eV/Å:
Hf -0.3 -1.7 0.9
C -0.1 0.2 0.1
N 0.1 0.0 -0.1
C -0.1 -0.1 0.1
C -0.1 0.0 0.0
N 0.6 -0.1 -0.2
N 0.0 -0.1 0.1
C -0.1 0.1 -0.1
N 0.0 -0.1 0.0
N 0.1 0.7 0.1
H 0.0 0.0 0.0
H 0.0 0.0 0.0
H 0.1 -0.1 0.0
H 0.0 0.0 -0.1
H 0.0 0.0 0.0
H 0.0 0.0 -0.1
H 0.1 0.1 0.0
H 0.0 0.0 0.0
H 0.0 0.0 0.0
H 0.0 0.1 0.0
H 0.1 0.1 -0.1
C 0.1 -0.1 0.1
C -0.2 0.1 -0.2
C 0.0 0.0 0.1
C -0.1 0.0 -0.1
C -0.2 0.0 0.2
C 0.6 -0.3 -0.5
N 0.1 -0.2 0.1
N -0.3 0.4 -0.3
Si -0.5 0.5 0.1
C 0.1 -0.3 0.5
C -0.1 0.1 -0.3
C 0.5 -0.1 0.2
H 0.0 0.0 0.0
H 0.0 0.0 -0.1
H 0.0 0.0 0.0
H 0.0 0.0 0.0
H 0.0 0.0 0.0
H 0.0 0.0 0.0
H 0.0 0.0 -0.1
H -0.1 0.0 0.0
H -0.1 0.0 0.0
H 0.0 0.0 0.0
H 0.0 0.0 0.0
H 0.0 0.0 0.0
H 0.0 0.0 0.0
H -0.1 0.0 0.0
H -0.1 0.1 0.1
C 0.2 -0.2 0.2
As -0.4 1.3 -0.7
C 0.1 -0.3 0.0
C 0.0 0.0 0.1
C 0.0 0.0 0.0
C 0.0 0.0 0.0
C 0.0 0.0 0.0
C 0.0 0.0 0.0
C 0.0 0.0 0.0
C 0.1 0.0 0.0
H -0.1 -0.1 0.0
H 0.0 -0.1 0.0
H 0.0 0.0 0.0
H 0.0 0.0 0.1
H 0.0 0.0 0.0
H 0.0 0.0 0.1
H 0.0 0.0 0.0
H 0.0 -0.1 0.1
H 0.0 0.0 0.0
H 0.0 0.0 0.0
H 0.0 0.0 0.0
H 0.0 0.0 0.0
H 0.0 0.0 0.0

---

# 2
The following is a quantum chemistry calculation of a 2-piece molecular cluster, C22H39Br2F3NO6PS overall at a distorted geometry, from the OMol25 dataset.

For the LUMO energy, the calculation gives -0.784 eV. Its total charge is 0. The calculation puts the molar mass at 693.398 g mol⁻¹. Its largest force on an atom is 8.478 eV Å⁻¹. Its total energy is -7554.45675 hartree. Its HOMO energy is -7.76 eV.

Geometry (Å):
C: 5.21824 -3.04708 0.38389
C: 3.72364 -3.08993 0.64369
C: 2.78166 -3.40284 -0.66599
O: 2.07238 -4.69874 -0.50422
C: 1.02002 -4.66957 -1.56469
O: 0.43626 -5.85331 -1.76934
C: 0.80735 -3.19333 -2.24726
C: -0.84188 -3.04875 -2.36574
C: -1.51725 -3.98915 -3.52304
C: -2.22625 -3.18737 -4.76187
F: -2.11262 -4.09960 -5.96160
Br: -1.35246 -1.47083 -5.29137
C: -3.86901 -2.96801 -4.56563
F: -4.35705 -2.13371 -5.72614
F: -4.23207 -2.35031 -3.27022
Br: -4.73772 -4.78914 -4.85710
P: 1.88529 -3.03787 -3.81031
O: 1.55677 -4.26233 -5.00114
O: 1.91480 -1.42879 -4.47116
C: 1.57042 -2.31610 -1.04819
N: 2.39711 -1.10940 -1.45853
C: 0.65797 -1.70347 0.17061
C: 0.22607 -2.79596 1.32309
C: -1.10711 -2.13484 2.08506
C: -0.73059 -0.71428 2.84905
C: -1.91962 0.38660 2.55366
C: -1.63287 1.35623 1.24903
C: -0.95265 2.80522 1.63000
C: 0.67457 2.60920 1.66182
C: 1.53819 3.89906 1.12049
O: 1.62744 3.99095 -0.34491
C: 0.71408 5.00448 -0.89480
H: 5.86066 -4.01850 0.17694
H: 5.82509 -2.02284 0.36938
H: 3.27307 -2.92637 1.72385
H: 3.55467 -3.67469 -1.51996
H: -1.25617 -3.45764 -1.32305
H: -1.19870 -1.91061 -2.39340
H: -2.38525 -4.62055 -3.00021
H: -0.76521 -4.79912 -3.94370
H: 2.20517 -4.16926 -5.77477
H: 2.15528 -1.52612 -5.45363
H: 2.97831 -0.74340 -0.66789
H: 1.81371 -0.35456 -1.89177
H: -0.27690 -1.10819 -0.27163
H: 1.31149 -0.87880 0.73081
H: 1.08608 -2.95729 2.13492
H: -0.06512 -3.85120 0.87524
H: -1.93949 -2.00611 1.24705
H: -1.51222 -2.91399 2.85829
H: 0.34122 -0.30890 2.59840
H: -0.76579 -0.96013 4.01599
H: -2.15427 1.08185 3.49526
H: -2.89711 -0.23524 2.30498
H: -2.69653 1.53625 0.73804
H: -0.92093 0.85575 0.44358
H: -1.24390 3.59055 0.78614
H: -1.43222 3.16915 2.63377
H: 0.98562 2.42960 2.77547
H: 1.03886 1.67348 1.03676
H: 2.64749 3.74560 1.51540
H: 1.12907 4.85558 1.65626
H: 1.25741 5.50512 -1.83160
H: 0.46747 5.89213 -0.15787
H: -0.26405 4.48345 -1.33313
C: -2.38105 5.96046 5.23976
S: -1.64603 5.93413 3.58693
O: -0.51663 4.94690 3.61154
C: -0.92219 7.58986 3.67676
H: -2.86318 4.99668 5.42006
H: -1.60567 6.12322 5.99210
H: -3.12981 6.75393 5.29414
H: -0.23600 7.65288 4.52447
H: -1.71731 8.33079 3.78134
H: -0.37208 7.77910 2.75186

Cartesian forces, eV/Å:
C -2.0 0.4 0.5
C 2.0 0.0 -1.2
C 1.2 -2.2 1.6
O -3.0 1.8 -3.4
C -0.3 -6.8 0.8
O 3.0 7.9 0.7
C -2.5 -0.4 1.3
C -0.5 0.1 1.6
C -0.6 -0.4 0.4
C -0.1 -1.8 -0.7
F -0.4 2.4 2.8
Br -0.8 -1.4 0.5
C -0.3 1.1 -1.2
F 1.3 -2.1 4.0
F 1.2 -1.8 -4.2
Br 0.5 2.0 0.8
P 4.8 -0.6 -0.3
O -0.4 1.9 -0.4
O -1.2 -1.9 -1.5
C 2.2 1.5 0.7
N -0.8 -0.1 -1.1
C 0.2 -0.9 0.9
C -1.2 0.6 0.4
C 0.9 -0.6 -0.5
C -1.1 -0.4 0.9
C 0.0 0.1 -0.5
C -0.6 0.3 -0.3
C -0.4 -0.9 -1.0
C 0.3 0.6 0.3
C 0.6 -0.9 1.6
O -1.6 1.7 1.5
C 0.0 0.4 -1.6
H -1.8 2.2 -1.2
H -1.1 -2.4 1.7
H 0.8 1.0 -2.7
H -1.8 1.6 1.4
H 0.8 0.9 -2.3
H 1.0 -2.5 -0.3
H 1.9 1.4 -1.2
H -1.5 2.0 0.7
H -1.2 -0.1 1.9
H -0.6 0.2 2.0
H -1.1 -0.6 -1.0
H 0.8 -0.9 0.8
H 1.9 -1.6 0.8
H -1.3 -1.9 -1.5
H -1.8 0.4 -2.0
H 0.7 2.2 0.9
H 1.7 0.0 1.8
H 0.7 1.6 -1.4
H -2.2 -0.8 0.4
H 0.3 0.6 -2.5
H 0.6 -1.6 -2.0
H 2.0 1.3 0.7
H 2.3 -0.3 1.0
H -1.6 0.8 1.7
H 0.6 -1.6 1.7
H 1.4 -0.7 -2.0
H -0.4 0.3 -2.0
H -1.0 1.8 1.2
H -2.2 0.3 -1.0
H 0.6 -1.6 -1.3
H -1.1 -1.2 2.0
H 0.4 -2.0 -1.2
H 1.9 1.2 1.2
C 0.0 0.0 0.1
S 0.3 -0.2 0.1
O -0.4 0.8 0.3
C 0.1 0.0 0.0
H 0.1 0.1 -0.1
H 0.0 0.0 -0.1
H 0.1 -0.1 -0.1
H -0.1 -0.1 -0.1
H 0.0 -0.1 0.0
H -0.1 -0.1 0.1

---

# 3
The following is a quantum chemistry calculation of C22H39BrClIrN4OP as an isolated structure, from the OMol25 dataset.

For the LUMO energy, the calculation gives -4.329 eV. Its total charge is +1. The calculation puts the molar mass at 714.129 g mol⁻¹. Its largest force on an atom is 0.800 eV Å⁻¹. Its total energy is -4635.71651 hartree. Its HOMO energy is -10.26 eV. The value obtained for the energy above the lowest of the compared OMol25 structures with the same formula, charge and spin is 1.352 eV.

Geometry (Å):
Ir: -0.10932 1.38382 0.99835
C: 0.60280 -3.50182 -5.35053
C: 0.33730 -2.01154 -5.13163
C: -1.04657 -1.67440 -5.70492
C: 1.41024 -1.21509 -5.88748
C: 0.36266 -1.63725 -3.64949
C: 0.27254 -0.30402 -3.27556
C: 0.25260 -0.00651 -1.93235
Br: 0.11278 1.84112 -1.43243
C: 0.30024 -0.92758 -0.88178
O: 0.23129 -0.52676 0.38099
C: 0.43235 -2.28255 -1.25810
C: 0.44865 -2.57285 -2.62277
C: 0.59639 -3.46870 -0.29081
C: 1.97719 -4.10123 -0.53319
C: -0.50003 -4.50951 -0.57423
C: 0.51289 -3.12160 1.20027
H: 0.59435 -3.71603 -6.42060
H: -0.16482 -4.12555 -4.88685
H: 1.57817 -3.80127 -4.95900
H: -1.08324 -1.90771 -6.77164
H: -1.27940 -0.61411 -5.58588
H: -1.82651 -2.25006 -5.20203
H: 1.45603 -1.54301 -6.92820
H: 2.39547 -1.36215 -5.44012
H: 1.19578 -0.14460 -5.89351
H: 0.21314 0.48665 -4.01326
H: 0.54583 -3.61289 -2.90052
H: 2.10178 -4.42520 -1.56713
H: 2.10524 -4.97660 0.10926
H: 2.77378 -3.38886 -0.30519
H: -0.41960 -4.93701 -1.57392
H: -1.49283 -4.06424 -0.47647
H: -0.42228 -5.33281 0.14033
H: 1.28002 -2.40685 1.49179
H: 0.66158 -4.04562 1.76771
H: -0.46262 -2.70950 1.46379
C: -2.11343 4.39663 -0.23188
C: -2.01132 4.27548 1.28497
P: -0.49342 3.46273 1.87967
C: 0.89335 4.56603 1.43743
C: 0.89148 5.96442 2.04843
C: -0.61693 3.47679 3.70342
C: -1.39426 4.63061 4.33308
H: -2.94157 5.05174 -0.50023
H: -2.29428 3.42787 -0.69898
H: -1.20829 4.82372 -0.67020
H: -2.85477 3.71205 1.69209
H: -2.04264 5.26034 1.75638
H: 0.90473 4.62333 0.34550
H: 1.79406 4.01898 1.71952
H: -0.01643 6.51910 1.80486
H: 1.73512 6.53860 1.66611
H: 0.98952 5.92523 3.13329
H: 0.41189 3.44084 4.06642
H: -1.06731 2.52523 3.98169
H: -1.03759 5.60738 4.00818
H: -1.29258 4.58882 5.41755
H: -2.45811 4.56838 4.10297
Cl: 1.64855 1.28212 2.43010
N: -0.46424 -2.71828 5.57366
C: -0.21568 -1.73173 4.71205
N: 1.03634 -1.31344 4.52403
N: -1.25918 -1.21211 4.07487
C: -1.14893 -0.26975 3.22492
N: -1.20922 0.59611 2.44076
H: 0.26302 -3.17314 6.09323
H: -1.41511 -3.02311 5.68841
H: 1.81177 -1.74895 4.99105
H: 1.23160 -0.57815 3.86374

Cartesian forces, eV/Å:
Ir -0.5 -0.1 -0.2
C 0.0 0.0 0.0
C 0.0 0.0 0.0
C 0.0 0.0 0.0
C 0.0 0.0 0.0
C 0.0 0.1 -0.1
C 0.0 0.0 -0.1
C 0.0 -0.2 -0.1
Br 0.1 0.1 0.2
C 0.1 0.2 0.2
O -0.2 -0.2 -0.2
C 0.0 0.0 -0.1
C 0.0 -0.1 0.1
C 0.0 0.0 0.0
C 0.0 0.0 0.0
C 0.0 0.0 0.0
C -0.1 0.0 0.0
H 0.0 0.0 0.0
H 0.0 0.0 0.0
H 0.0 0.0 0.0
H 0.0 0.0 0.0
H 0.0 0.0 0.0
H 0.0 0.0 0.0
H 0.0 0.0 0.0
H 0.0 0.0 0.0
H 0.0 0.0 0.0
H 0.0 0.0 0.0
H 0.0 0.0 0.0
H 0.0 0.0 0.0
H 0.0 0.0 0.0
H 0.0 0.0 0.0
H 0.0 0.0 0.0
H 0.0 0.0 0.0
H 0.0 0.0 0.0
H 0.0 0.0 0.0
H 0.0 0.0 0.0
H 0.0 0.0 0.0
C 0.0 0.0 0.0
C 0.1 0.1 0.1
P 0.1 0.3 -0.3
C -0.1 0.1 0.0
C 0.0 0.0 0.0
C 0.1 -0.1 -0.1
C 0.0 0.1 0.0
H 0.0 0.0 0.0
H 0.0 0.0 0.0
H 0.0 0.0 0.0
H 0.0 0.0 0.0
H 0.0 0.0 0.0
H 0.0 0.0 0.0
H 0.0 0.0 0.0
H 0.0 0.0 0.0
H 0.0 0.0 0.0
H 0.0 0.0 0.0
H 0.0 0.0 0.0
H 0.0 0.0 0.0
H 0.0 0.0 0.0
H 0.0 0.0 0.0
H 0.0 0.0 0.0
Cl 0.2 -0.1 0.1
N 0.0 0.0 0.0
C 0.1 0.1 0.0
N -0.1 -0.2 0.2
N -0.2 -0.1 0.0
C -0.2 0.1 -0.2
N 0.5 -0.3 0.5
H 0.0 0.0 0.0
H 0.0 0.0 0.0
H 0.0 0.0 0.0
H 0.1 0.2 -0.2

---

| no. | orbital gap (eV) |
| --- | --- |
| 1 | 6.5 |
| 2 | 7.0 |
| 3 | 5.9 |